(1)
{
  "formula": "C19H42BiNO2P3Se",
  "method": "the ωB97M-V functional and the def2-TZVPD basis",
  "orbital_gap_ev": 4.7969,
  "homo_ev": -15.7,
  "relative_energy_kj_mol": 0.0,
  "lumo_ev": -10.910,
  "charge": 3,
  "elements": ["H", "C", "C", "H", "H", "H", "C", "H", "H", "H", "H", "H", "H", "H", "C", "O", "H", "H", "H", "C", "H", "H", "H", "C", "C", "P", "H", "H", "C", "H", "C", "C", "N", "H", "C", "C", "H", "H", "H", "H", "C", "P", "H", "H", "C", "H", "H", "H", "H", "H", "H", "Bi", "H", "C", "O", "H", "H", "C", "H", "C", "C", "H", "H", "C", "Se", "P", "H", "H", "H"],
  "coordinates": [[-0.659, -2.036, -4.061], [3.601, 4.140, -1.489], [-5.986, 1.181, -1.675], [1.995, -1.474, -4.324], [-1.267, -0.408, -3.667], [-3.071, -0.989, -1.136], [-4.512, -3.223, 1.791], [0.156, 3.339, 3.457], [1.759, 2.594, 3.107], [-2.486, 0.891, 2.190], [3.710, -2.541, 1.842], [-2.469, -3.543, 2.319], [2.066, -2.306, 2.470], [-5.513, -0.852, -0.487], [-6.938, 0.253, -1.471], [1.332, 3.287, -1.728], [-1.948, 1.958, 3.520], [0.417, -3.199, -1.261], [4.886, -0.997, -0.009], [3.939, -1.029, -0.549], [1.321, -0.095, 3.487], [4.724, 3.881, 0.228], [4.551, 2.475, -0.678], [3.486, 0.320, 1.874], [-0.866, -1.336, -3.239], [2.584, -0.721, 0.652], [3.341, 1.380, 1.644], [3.864, -2.005, -1.031], [1.184, -2.729, -1.894], [-2.173, 2.622, 1.879], [-4.869, -1.560, 0.013], [-2.670, -2.197, 0.602], [4.732, 3.514, -0.747], [-4.846, -3.961, 2.522], [0.775, 2.854, 2.686], [-3.519, -1.581, -0.323], [2.312, -3.159, 0.945], [-1.621, -1.776, -2.581], [3.846, 4.414, -2.514], [0.918, 3.552, 1.847], [-1.837, 1.740, 2.445], [-0.077, 1.360, 2.062], [-7.905, 0.366, -0.958], [-0.227, -0.871, 3.070], [0.248, 0.083, 3.349], [1.425, 0.236, -4.284], [3.949, -0.266, -1.326], [1.286, -3.312, -2.823], [-5.204, 0.988, -2.426], [4.553, 0.081, 1.805], [2.142, -2.767, -1.362], [0.174, 1.322, -0.812], [-1.350, -0.203, 0.259], [2.672, -2.331, 1.560], [2.830, 2.062, -0.646], [5.647, 3.771, -1.108], [3.359, 5.081, -0.994], [2.486, 3.117, -1.274], [3.159, 0.137, 2.902], [-5.363, -2.430, 1.001], [1.850, -0.585, -3.686], [-0.173, 0.409, 4.313], [-6.859, -0.754, -1.875], [-3.139, -3.029, 1.637], [-0.807, -1.549, 0.621], [0.690, -1.002, -2.327], [-6.442, -2.495, 1.145], [-5.996, 2.173, -1.205], [2.822, -0.271, -3.274]]
}


(2)
{
  "formula": "C19H42CuP2Si",
  "method": "the ωB97M-V functional and the def2-TZVPD basis",
  "orbital_gap_ev": [2.5568, 2.6481],
  "homo_ev": [-4.4, -4.8],
  "relative_energy_kj_mol": 396.6,
  "lumo_ev": [-1.874, -2.114],
  "spin_multiplicity": 2,
  "elements": ["H", "C", "C", "C", "C", "C", "H", "P", "H", "H", "H", "H", "H", "C", "H", "H", "H", "Cu", "C", "H", "H", "H", "H", "H", "H", "H", "H", "C", "C", "H", "C", "H", "H", "C", "C", "H", "C", "H", "Si", "C", "H", "H", "H", "H", "H", "C", "H", "H", "H", "C", "H", "H", "H", "H", "H", "H", "P", "C", "H", "C", "C", "H", "H", "H", "H"],
  "coordinates": [[-1.097, 2.526, -3.787], [2.622, 3.701, -3.741], [1.072, -1.749, -5.757], [2.900, 0.991, -0.621], [-0.386, -2.153, -2.089], [0.102, 4.070, 2.741], [-3.432, -2.003, -5.594], [1.314, 2.532, -3.319], [0.286, -1.288, -1.930], [0.054, 4.999, 2.158], [-2.071, 1.709, 2.206], [0.581, 3.994, -0.415], [-1.572, 1.057, 0.637], [-1.795, -1.754, -1.600], [-2.318, -2.655, -1.245], [3.581, 3.162, -3.748], [1.998, -1.722, -5.174], [1.418, 1.712, -1.598], [-2.670, -1.010, -2.540], [-0.276, 4.033, -4.346], [-1.486, -2.090, -6.704], [-4.285, -2.158, -4.053], [-2.179, 2.722, 0.758], [2.386, 1.253, -5.092], [-0.577, 3.765, -2.625], [0.491, 0.803, -6.338], [0.799, -2.792, -5.966], [-3.284, -2.085, -4.521], [-0.320, 3.269, -3.567], [-0.624, 1.470, -5.120], [-2.531, -0.913, -3.920], [2.653, 4.458, -2.943], [-2.931, -4.172, -4.906], [-1.568, 1.962, 1.260], [1.075, 3.070, -0.032], [-0.786, 4.036, 3.391], [-1.293, -1.036, -6.455], [2.419, 4.185, -4.705], [0.185, 2.573, 1.581], [0.990, 1.182, 2.569], [3.483, 1.831, -0.202], [-0.650, -3.989, -5.077], [2.097, 3.414, 0.239], [0.610, 1.185, 3.600], [3.439, 0.392, -1.384], [1.515, 1.122, -4.446], [-2.690, 0.077, -4.388], [-3.308, -0.283, -2.065], [-2.833, -3.753, -3.168], [-1.115, -3.362, -4.313], [2.434, 0.384, 0.168], [0.759, 0.196, 2.144], [-0.014, -2.968, -1.452], [0.991, 4.122, 3.386], [0.802, -2.918, -3.672], [1.779, 0.270, -3.779], [-0.304, -0.869, -4.819], [-2.552, -3.428, -4.183], [-1.607, -1.109, -0.716], [-0.239, -2.594, -3.525], [0.255, 0.822, -5.261], [-0.682, -0.599, -7.256], [1.227, -1.239, -6.716], [-2.231, -0.466, -6.468], [2.080, 1.285, 2.630]]
}


(3)
{
  "formula": "C19H42F7NiSbSi4Te",
  "method": "the ωB97M-V functional and the def2-TZVPD basis",
  "orbital_gap_ev": [7.5937, 6.8229],
  "homo_ev": [-5.2, -5.7],
  "relative_energy_kj_mol": 50.9,
  "lumo_ev": [2.387, 1.103],
  "charge": -1,
  "spin_multiplicity": 4,
  "elements": ["C", "H", "C", "H", "C", "C", "H", "H", "H", "C", "H", "H", "H", "Sb", "H", "H", "F", "H", "C", "H", "H", "H", "Si", "H", "H", "C", "F", "C", "H", "C", "C", "C", "H", "H", "Si", "C", "H", "C", "H", "H", "H", "H", "H", "H", "H", "H", "H", "F", "F", "C", "H", "F", "H", "H", "H", "Ni", "C", "H", "H", "Si", "Te", "C", "H", "Si", "C", "F", "F", "H", "H", "H", "C", "H", "H", "H", "C"],
  "coordinates": [[3.088, 1.791, 1.524], [-2.188, -4.247, -1.525], [-1.579, -2.002, 3.308], [-3.577, 1.091, 1.776], [0.673, -2.836, -2.140], [-1.323, -0.931, -3.572], [-4.613, 0.275, -2.555], [0.744, -3.700, -1.478], [-5.072, -2.181, -1.491], [-5.147, -1.782, -0.478], [-2.399, -1.297, 3.458], [1.722, 4.739, 1.061], [-4.986, 1.599, -1.433], [-0.749, 2.766, -0.501], [-4.936, -2.595, 0.217], [-2.351, -0.563, -3.595], [-2.588, 3.068, -0.052], [-1.658, -2.790, 4.063], [3.950, 3.256, -0.085], [5.680, 0.599, -1.388], [3.335, 1.621, 3.646], [-5.262, 1.179, 1.273], [-1.599, -2.788, 1.595], [1.993, 4.077, 2.660], [-3.338, 1.366, -1.986], [2.490, 4.338, 1.729], [-0.519, 4.542, -1.112], [2.608, 1.351, 2.873], [-0.017, -4.417, 0.568], [4.416, 2.001, -0.363], [4.530, -0.259, 0.947], [3.148, 3.176, 1.091], [4.568, 4.270, -1.871], [-0.658, -0.074, -3.478], [-3.980, -0.314, -0.242], [0.030, -3.683, 1.376], [0.823, -2.966, 1.136], [3.906, 1.068, 0.671], [-4.675, -0.255, 2.137], [1.658, 1.818, 3.134], [4.679, 5.260, -0.412], [1.387, -2.093, -1.801], [0.926, -3.159, -3.156], [6.086, 2.294, -1.675], [3.913, -0.855, 1.612], [-2.024, -4.088, -3.276], [-2.746, -4.871, 2.283], [1.234, 2.716, -0.902], [-1.351, 2.374, -2.246], [-2.250, -3.540, -2.356], [4.677, 1.578, -2.452], [0.582, 0.410, -1.679], [-3.202, -4.462, 0.624], [-6.184, -1.467, -0.323], [0.295, -4.208, 2.300], [1.737, 0.830, -0.213], [-4.246, 0.839, -1.695], [2.469, 0.270, 2.899], [-3.929, -3.593, 1.979], [-1.037, -2.098, -2.144], [-0.499, 0.628, 1.125], [5.261, 1.595, -1.527], [-3.284, -3.192, -2.422], [-1.802, -1.185, -0.116], [-3.004, -4.045, 1.613], [-0.294, 3.590, 1.215], [2.045, -1.026, 0.174], [-1.124, -1.446, -4.517], [4.665, -0.843, 0.038], [3.219, 5.133, 1.914], [4.089, 4.490, -0.917], [5.513, -0.095, 1.405], [-0.644, -1.464, 3.487], [3.104, 4.911, -1.130], [-4.412, 0.502, 1.393]]
}


(4)
{
  "formula": "C19H42HgP2Si",
  "method": "the ωB97M-V functional and the def2-TZVPD basis",
  "orbital_gap_ev": 5.8653,
  "homo_ev": -5.6,
  "lumo_ev": 0.271,
  "elements": ["C", "H", "H", "H", "H", "H", "C", "H", "H", "H", "H", "H", "H", "C", "C", "H", "H", "C", "H", "H", "H", "Hg", "H", "H", "C", "H", "C", "H", "H", "H", "C", "C", "H", "H", "P", "C", "C", "H", "H", "H", "C", "H", "C", "H", "H", "H", "H", "H", "H", "P", "H", "C", "H", "C", "C", "H", "H", "C", "C", "C", "H", "Si", "H", "H", "H"],
  "coordinates": [[2.227, -4.235, 1.386], [-2.839, 2.102, -2.270], [-2.825, 4.111, -0.750], [1.960, 1.281, 0.125], [-5.481, -0.998, -2.575], [-0.052, 2.932, -3.144], [3.257, -1.277, 1.396], [-1.875, -1.719, -3.739], [1.769, -2.252, -1.285], [0.285, -0.884, 2.566], [-3.584, -2.031, 0.603], [2.637, -4.452, 2.382], [1.342, -4.871, 1.239], [-5.258, -0.303, -3.401], [-4.121, 0.108, -5.617], [-3.161, -0.204, -6.056], [-1.241, -3.102, -2.811], [-3.692, 2.304, -4.321], [-6.644, 0.803, -4.637], [-6.242, 2.337, -2.100], [0.972, -2.190, 3.552], [-0.007, -0.271, -0.984], [-5.183, 1.982, -5.823], [2.980, -0.218, 1.315], [-4.164, 1.654, -5.581], [2.969, -4.537, 0.634], [-2.281, 3.469, -0.045], [0.302, 4.210, -1.936], [3.736, -1.420, 2.374], [-6.582, 2.902, -3.719], [-4.308, -0.595, -4.308], [0.544, -1.951, 2.566], [4.008, -1.479, 0.622], [-4.236, 3.358, -2.530], [-2.232, -1.487, -1.320], [-4.509, 2.608, -3.287], [0.994, -2.175, -0.500], [-2.972, 2.807, 0.495], [0.510, 2.203, 0.557], [-3.111, 0.442, -0.147], [-2.079, -2.388, -2.890], [-1.736, 4.095, 0.675], [-5.941, 2.207, -3.153], [0.872, 0.722, 1.443], [0.226, -2.947, -0.699], [-1.620, 0.931, -2.810], [-4.890, -0.224, -6.341], [-2.660, 2.677, -4.366], [-3.803, -1.558, -4.277], [-1.057, 2.480, -0.962], [-4.002, 0.120, -1.645], [-0.478, 3.544, -2.335], [-7.185, 0.494, -2.987], [-6.306, 0.770, -3.591], [-3.156, -2.587, -0.240], [-3.514, 1.995, -6.401], [-2.476, -3.361, 0.140], [-2.989, 0.210, -1.223], [0.917, 1.178, 0.445], [-2.169, 1.316, -1.929], [-3.962, -3.067, -0.814], [1.777, -2.418, 1.208], [-0.391, -2.519, 2.459], [-1.320, 4.143, -2.710], [-2.999, -2.965, -3.080]]
}


Max |F|? In order: 1.81; 5.23; 1.15; 2.92 eV/A.